1.
Molecular formula: C21H20BCrF2N4OS2
Method: DFT, ωB97M-V/def2-TZVPD

Summary:
* E_tot: -86315.641 eV
* HOMO level (alpha / beta): -7.5357 / -7.2022 eV
* expectation value of S²: 0.7664
* frontier orbital gap (alpha / beta): 7.06 / 6.88 eV

```
! wB97M-V def2-TZVPD RIJCOSX def2/J DEFGRID3
* xyz 0 2
Cr -0.1416 -0.5477 1.3372
S 2.2082 -0.3312 1.3726
S 3.7211 1.9361 0.2749
F -0.7688 -1.1448 4.0729
F -0.0111 0.9232 3.9269
O -2.0087 -0.6234 1.1323
N -0.0962 -2.5763 1.4397
N 1.0925 1.8970 0.4106
N -0.2500 -6.7295 1.0123
N -0.1031 1.3222 0.7279
C -4.8020 2.3828 1.1953
C -4.2213 0.0753 1.4190
C 1.8955 0.8055 -3.8526
C -1.1859 -4.6693 1.8530
C 1.9943 1.5739 -2.7071
C 2.1668 1.2340 0.6621
C -1.1046 -3.3006 1.9466
C 0.8797 -4.6291 0.6719
C 3.1797 2.2277 -2.3905
C -0.9773 3.3492 -0.3298
C 4.2693 2.0817 -3.2414
C -2.8692 0.3480 1.1281
C -3.5036 2.6750 0.8565
C -0.1804 -5.3864 1.1905
C -1.1592 2.0615 0.4307
C 2.9822 0.6797 -4.7015
C 4.1699 1.3196 -4.3909
C -2.4961 1.6906 0.8084
C 3.2979 3.0353 -1.1407
C -5.1696 1.0660 1.4629
C 0.8743 -3.2644 0.8179
B -0.2743 -0.1981 3.2758
H -0.0553 3.3126 -0.9060
H 0.9641 0.3084 -4.0847
H -1.8833 -2.7385 2.4404
H 0.5574 -7.2159 0.6643
H 5.1989 2.5761 -3.0033
H -3.2474 3.7039 0.6606
H 4.1192 3.7476 -1.2020
H 2.9047 0.0850 -5.6004
H 2.3738 3.5366 -0.8686
H 1.6969 -2.6850 0.4182
H -2.0306 -5.1875 2.2780
H -1.8174 3.5081 -1.0025
H 1.6959 -5.1057 0.1526
H -0.9171 -7.2640 1.5398
H -0.9067 4.1950 0.3537
H 5.0232 1.2283 -5.0470
H -4.4927 -0.9487 1.6262
H -6.1937 0.8257 1.7114
H 1.1424 1.6682 -2.0512
H -5.5395 3.1687 1.2475
*
```

These are the Mulliken partial charges, in e, on atoms 1 to 2:
1 Cr 0.03
2 S -0.46

2.
Molecular formula: H3NO2S2
Method: DFT, ωB97M-V/def2-TZVPD

Summary:
* E_tot: -27301.299 eV
* HOMO level: -9.1691 eV
* relative energy (zero: lowest compared OMol25 entry of this formula, charge and spin): 1.148 eV
* frontier orbital gap: 8.82 eV

```
! wB97M-V def2-TZVPD RIJCOSX def2/J DEFGRID3
* xyz 0 1
S -1.4009 -0.1503 1.2796
S 1.3307 -1.8476 2.0731
O 0.3026 -0.4996 2.0798
O 2.5115 -1.6308 2.8822
N -1.0750 0.6455 -0.0787
H 1.6663 -1.6341 0.7747
H -1.0812 0.0957 -0.9572
H -1.4769 1.6113 -0.2810
*
```

These are the Mulliken partial charges, in e, on atoms 1 to 2:
1 S 0.17
2 S 0.49

3.
Molecular formula: CH5N2S
Method: DFT, ωB97M-V/def2-TZVPD

Summary:
* E_tot: -14934.280 eV
* HOMO level: -2.9761 eV
* relative energy (zero: lowest compared OMol25 entry of this formula, charge and spin): 0.604 eV
* frontier orbital gap: 7.31 eV

```
! wB97M-V def2-TZVPD RIJCOSX def2/J DEFGRID3
* xyz -1 1
S 2.2005 -0.4026 1.8872
N -0.7053 -0.1597 0.3621
N -1.3795 0.6497 -1.7097
C -0.3703 0.1937 -0.9394
H 2.2161 -1.5907 2.5274
H 0.6454 0.4342 -1.2036
H -1.7025 -0.1551 0.4925
H -0.8814 1.1104 -2.5505
H -0.0230 -0.0799 1.1338
*
```

These are the Mulliken partial charges, in e, on atoms 1 to 2:
1 S -0.87
2 N -0.29

4.
Molecular formula: H14O7
Method: DFT, ωB97M-V/def2-TZVPD

Summary:
* E_tot: -14557.605 eV
* HOMO level: -9.6278 eV
* structure (SMILES): O.O.O.O.O.O.O
* relative energy (zero: lowest compared OMol25 entry of this formula, charge and spin): 3.857 eV
* frontier orbital gap: 9.45 eV

```
! wB97M-V def2-TZVPD RIJCOSX def2/J DEFGRID3
* xyz 0 1
O 0.0612 -2.1629 2.0900
O 0.3643 0.4559 -3.3558
O -2.8205 3.9063 1.3974
O 2.0178 -2.9678 2.2985
O -0.7699 0.0942 1.1937
O 0.6054 -3.1774 -0.6071
O 0.6511 2.9872 -2.9754
H -0.2874 2.8179 -2.8352
H 0.7964 0.2081 -2.5306
H 0.1798 0.1504 1.3487
H 1.4010 -2.6475 -0.4840
H -0.8388 -2.5005 2.0199
H 0.1476 -2.7468 -1.3378
H 1.7738 -2.3131 1.6346
H -3.4909 4.5423 1.1236
H 1.7471 -2.5682 3.1327
H -2.8026 3.2615 0.6813
H 0.0891 -1.7482 2.9596
H 1.0773 0.8167 -3.8947
H -0.8672 0.3004 0.2572
H 0.9653 3.2915 -2.1165
*
```

These are the Mulliken partial charges, in e, on atoms 1 to 2:
1 O -0.51
2 O -0.64

5.
Molecular formula: H48O24
Method: DFT, ωB97M-V/def2-TZVPD

Summary:
* E_tot: -49922.799 eV
* HOMO level: -10.7050 eV
* relative energy (zero: lowest compared OMol25 entry of this formula, charge and spin): 1.289 eV
* frontier orbital gap: 10.75 eV

```
! wB97M-V def2-TZVPD RIJCOSX def2/J DEFGRID3
* xyz 0 1
O 9.1261 7.7441 8.7566
O 7.8129 4.3956 13.7983
O 5.4362 3.9063 12.3906
O 9.9043 2.8087 15.4528
O 5.4328 5.7352 10.0154
O 10.2062 5.4247 16.6907
O 7.0220 11.0413 10.1205
O 7.8030 6.5436 17.1954
O 10.1148 4.8882 9.2281
O 11.0269 6.5450 6.8871
O 13.2293 7.8534 13.7785
O 7.9082 9.5084 16.4723
O 6.1463 6.4928 15.1798
O 7.4015 7.9599 12.8870
O 5.9115 8.5220 10.8678
O 8.0727 5.9768 10.7941
O 10.3141 11.7977 12.8247
O 11.7265 7.6305 16.0817
O 11.2552 9.3063 10.3425
O 9.7707 8.0787 14.2618
O 9.9036 8.3855 18.3879
O 11.4721 6.9598 11.8366
O 9.9818 4.1899 12.3991
O 7.0128 6.1177 7.7062
H 5.1622 9.0682 11.2481
H 8.9716 8.0557 13.6330
H 6.4411 11.2820 10.8527
H 5.2649 6.1360 15.3368
H 11.0218 6.1193 11.6255
H 9.0786 7.2557 9.6317
H 4.7462 4.5384 12.6381
H 10.3187 9.0892 17.8355
H 7.7218 9.6853 17.4012
H 9.1121 4.3706 12.8206
H 10.8998 7.9309 15.6900
H 6.4040 5.5616 9.9664
H 6.8011 8.0178 12.1601
H 10.1211 5.1491 8.2925
H 14.0872 7.3672 13.7929
H 9.0975 3.1537 15.0616
H 8.7962 5.2716 10.7834
H 8.6433 6.0517 17.0470
H 10.7744 6.0786 16.2038
H 7.4635 5.0548 14.3982
H 10.1518 8.9474 14.0618
H 6.8825 10.0830 10.0890
H 12.6750 7.4584 13.0911
H 7.9206 7.1280 17.9443
H 11.9200 9.5698 9.6144
H 9.7181 11.4216 12.1322
H 10.3193 3.5319 13.0417
H 10.3369 4.4783 16.4531
H 10.8311 4.3126 9.3563
H 9.7755 8.4403 8.8955
H 9.8526 1.8586 15.2783
H 7.8963 6.3268 11.6667
H 11.7957 8.5862 10.7612
H 6.8192 7.7860 13.6659
H 10.7148 7.0182 6.0789
H 8.4054 8.6776 16.5555
H 6.8360 5.4803 6.9710
H 10.5871 7.7459 18.5278
H 12.3439 7.6788 15.3331
H 11.0521 12.1529 12.3838
H 5.3517 3.9208 11.4363
H 5.1577 5.7144 9.0893
H 6.7199 6.6093 15.9319
H 6.9956 4.1256 13.2516
H 10.8385 7.3306 12.4510
H 5.5929 7.7778 10.3299
H 10.5761 6.9641 7.6203
H 7.9318 6.4869 7.5876
*
```

These are the Mulliken partial charges, in e, on atoms 1 to 2:
1 O -0.68
2 O -0.64

6.
Molecular formula: C4H9NO3
Method: DFT, ωB97M-V/def2-TZVPD

Summary:
* E_tot: -11924.561 eV
* HOMO level: -9.6615 eV
* structure (SMILES): C[C@@H]1NO1.CC(=O)O
* relative energy (zero: lowest compared OMol25 entry of this formula, charge and spin): 2.980 eV
* frontier orbital gap: 10.52 eV

```
! wB97M-V def2-TZVPD RIJCOSX def2/J DEFGRID3
* xyz 0 1
O 0.4034 0.7689 1.3927
O -1.6902 0.7945 -2.9331
O -0.6530 -0.8303 -1.8233
N 1.5948 1.1073 0.6829
C 1.8994 -1.1806 1.7667
C 1.1823 -0.2370 0.8405
C -1.4365 0.0843 -1.8284
C -2.2252 0.5645 -0.6495
H 2.3057 1.3755 1.3708
H 2.7525 -1.6150 1.2513
H -1.1527 0.4762 -3.6755
H 2.2410 -0.6589 2.6596
H -2.7831 -0.2666 -0.2248
H -1.5338 0.9227 0.1124
H 1.2257 -1.9795 2.0650
H -2.8981 1.3613 -0.9471
H 0.7678 -0.6872 -0.0602
*
```

These are the Mulliken partial charges, in e, on atoms 1 to 2:
1 O -0.39
2 O -0.45